Computed, not measured: a 14-piece molecular cluster, C56H96N12O4 overall in a non-equilibrium geometry, with the ωB97M-V functional and the def2-TZVPD basis.

Results
- HOMO level (eV) = -10.5
- charge = 0
- DFT total energy (a.u.) = -3149.3242
- LUMO (hartree) = 0.0057

Each line ends with the Mulliken charge.
Cartesian coordinates (Å):
O (-2.49357, -0.03837, -5.03400)  -0.6111
C (-3.51846, -0.50038, -4.56104)  0.1994
O (-3.69697, -0.93882, -3.30961)  0.5744
C (-4.98706, -1.50595, -3.06469)  -0.5628
C (-5.78744, -1.42991, -4.35639)  -0.7131
C (-4.83914, -0.66688, -5.28284)  -0.8791
H (-5.41550, -0.94935, -2.26152)  0.3897
H (-4.80105, -2.53999, -2.83061)  0.3369
H (-6.75106, -0.96357, -4.14511)  0.3735
H (-5.98858, -2.46915, -4.72518)  0.3116
H (-5.16076, 0.35400, -5.53251)  0.3301
H (-4.65342, -1.13688, -6.24593)  0.3584
O (1.16056, -2.83895, -1.42396)  -0.4213
C (0.54588, -1.83159, -1.30402)  0.2094
O (-0.27079, -1.37502, -2.25431)  0.4847
C (-0.99656, -0.21153, -1.86804)  -0.0826
C (-0.36419, 0.29430, -0.64045)  1.8337
C (0.59695, -0.84016, -0.18850)  0.5632
H (-2.00850, -0.52347, -1.70917)  -0.3797
H (-1.06485, 0.49384, -2.72715)  0.0518
H (-1.17605, 0.65675, 0.03859)  -0.3626
H (0.14825, 1.23594, -0.80275)  -1.7762
H (0.46916, -1.44870, 0.69157)  0.2243
H (1.58718, -0.41758, -0.26227)  -0.3972
C (-2.04333, 1.30885, 3.87272)  -0.6210
C (-1.86404, 2.10911, 5.13093)  0.0507
C (-2.71241, 1.57015, 6.28011)  -0.7426
C (-4.13637, 1.74082, 6.09147)  0.1958
N (-5.29671, 1.78076, 6.04044)  -0.5483
H (-1.74591, 0.26788, 4.03167)  0.3693
H (-1.54296, 1.78230, 3.05281)  0.3077
H (-3.06600, 1.18807, 3.57287)  -0.1247
H (-2.18809, 3.13590, 4.94983)  0.4450
H (-0.83332, 2.06128, 5.47180)  -0.1626
H (-2.57176, 2.14034, 7.23856)  0.4055
H (-2.45030, 0.50330, 6.55014)  0.3198
C (2.85176, -0.48339, -3.48045)  -0.0116
C (3.31850, 0.06387, -4.87082)  -0.5940
C (3.48602, 1.58353, -4.88767)  -0.5097
C (4.19507, 2.13523, -3.73077)  0.2984
N (4.79784, 2.34158, -2.76524)  -0.5262
H (1.87935, -0.14049, -3.18705)  -0.2414
H (3.57430, -0.03579, -2.78049)  -0.0619
H (2.86361, -1.55349, -3.47982)  0.3131
H (2.57025, -0.19467, -5.62209)  0.2539
H (4.27186, -0.42230, -5.09093)  0.3795
H (2.54244, 2.17393, -4.92379)  0.2483
H (4.10420, 1.93116, -5.73843)  0.4304
C (-0.50281, -2.30053, -5.75933)  -1.1669
C (-0.12739, -3.55250, -4.91873)  -0.1034
C (-1.24119, -3.99072, -3.89433)  1.3350
C (-2.59887, -3.89661, -4.50848)  -0.1411
N (-3.54690, -3.69160, -5.09917)  -0.5519
H (-0.50318, -1.35364, -5.20007)  0.0799
H (-1.47726, -2.42015, -6.20841)  0.3939
H (0.14639, -2.17788, -6.62777)  0.4361
H (0.72993, -3.27839, -4.26495)  -0.2233
H (0.10449, -4.40520, -5.56307)  0.5510
H (-1.17646, -3.37899, -3.01221)  -0.8467
H (-1.13967, -5.05427, -3.63406)  0.3310
C (1.84421, -6.60792, -1.02751)  -0.9362
C (0.99605, -6.57119, 0.19099)  -0.7799
C (-0.32206, -5.74735, 0.02844)  1.4915
C (-1.25890, -6.27328, -0.91194)  0.1779
N (-1.89872, -6.78800, -1.72824)  -0.6488
H (2.58250, -7.45123, -0.88829)  0.3445
H (2.25559, -5.62113, -1.23982)  0.0811
H (1.20487, -6.93215, -1.90143)  0.3925
H (1.43174, -6.08744, 1.09335)  0.2874
H (0.79445, -7.57715, 0.47130)  0.4095
H (-0.06433, -4.76463, -0.29673)  -1.0971
H (-0.89340, -5.78222, 0.96139)  0.3490
C (-4.00388, 3.92780, 2.32495)  -0.1772
C (-5.47225, 3.51217, 2.33586)  -0.6204
C (-5.58248, 1.96060, 2.26730)  -0.4303
C (-4.63665, 1.44323, 1.31715)  -0.0940
N (-3.94528, 1.03560, 0.49906)  -0.0214
H (-3.51070, 3.77803, 1.34923)  -0.1221
H (-3.45141, 3.47455, 3.19734)  -0.2402
H (-4.00321, 5.02277, 2.48851)  0.4656
H (-5.98498, 3.91597, 1.44616)  0.3173
H (-5.93745, 3.76446, 3.26870)  0.4068
H (-6.55242, 1.59463, 2.03278)  0.5371
H (-5.30808, 1.50639, 3.24081)  -0.0080
C (1.38785, 3.91065, 4.79533)  -1.0045
C (1.59268, 4.24391, 3.26439)  0.6979
C (1.75386, 5.68106, 3.05249)  -0.0011
C (0.66965, 6.49742, 3.53566)  0.1009
N (-0.28741, 7.06818, 3.90053)  -0.5363
H (0.49584, 4.43491, 5.19207)  0.4299
H (2.29107, 4.23246, 5.35290)  0.4453
H (1.27311, 2.82761, 4.95070)  -0.1781
H (0.75622, 3.78072, 2.61531)  -0.1553
H (2.52025, 3.73682, 2.93472)  0.0527
H (1.78756, 5.95483, 1.95009)  -0.3228
H (2.68645, 6.03317, 3.44140)  0.4514
C (1.37583, 5.65386, -0.63238)  -1.5765
C (2.53406, 4.64428, -0.39698)  -0.6244
C (2.20020, 3.19385, -0.61732)  1.5853
C (1.54521, 2.97362, -1.91913)  -0.3005
N (1.01150, 2.72797, -2.91539)  -0.5494
H (0.57216, 5.55220, 0.12043)  0.2829
H (0.96889, 5.58111, -1.61041)  0.5090
H (1.89740, 6.63559, -0.47223)  0.3912
H (3.11973, 4.79610, 0.52931)  0.5299
H (3.19506, 4.81852, -1.19568)  0.4884
H (1.54797, 2.78392, 0.17233)  0.0601
H (3.09301, 2.57611, -0.67443)  -0.7499
C (1.28916, -2.57109, 4.44820)  -1.1926
C (2.23626, -1.33285, 4.51774)  -0.6951
C (1.62098, 0.05579, 4.72313)  0.5159
C (0.78603, 0.10952, 5.91584)  0.1917
N (0.12947, -0.06041, 6.85988)  -0.6607
H (1.89984, -3.46073, 4.31692)  0.4131
H (0.51212, -2.54785, 3.67124)  0.0988
H (0.57983, -2.58635, 5.31060)  0.4264
H (2.86655, -1.39951, 3.62680)  0.2601
H (2.84727, -1.60506, 5.34665)  0.4216
H (0.89317, 0.29202, 3.93522)  -0.1098
H (2.41023, 0.82798, 4.72953)  0.4434
C (-2.12967, -2.84514, 1.50230)  -0.8274
C (-3.35086, -3.41226, 0.78173)  -0.6228
C (-4.52400, -2.37958, 0.95331)  0.5541
C (-4.68492, -2.03575, 2.35740)  0.0020
N (-4.81134, -1.87486, 3.49660)  -0.5584
H (-1.25109, -3.48912, 1.37443)  -0.0491
H (-2.34598, -2.73496, 2.55044)  0.7278
H (-1.72681, -1.90340, 1.13658)  0.1505
H (-3.61236, -4.30552, 1.31341)  0.4729
H (-3.27812, -3.55999, -0.31560)  0.1179
H (-5.43067, -2.86887, 0.59483)  0.5354
H (-4.33807, -1.48766, 0.29872)  -0.5257
C (6.67675, 1.94971, 2.36503)  -1.1566
C (7.14777, 0.99060, 1.33854)  -0.3710
C (6.45106, 1.06703, -0.00691)  -0.5629
C (5.08255, 0.59861, 0.07048)  0.2733
N (3.97856, 0.21619, 0.02502)  -0.4301
H (6.84173, 3.00713, 2.01801)  0.2937
H (7.22708, 1.86319, 3.29677)  0.3798
H (5.61059, 1.91296, 2.52611)  0.2123
H (7.01777, -0.04495, 1.70035)  0.2426
H (8.25069, 1.08732, 1.21386)  0.3729
H (7.02802, 0.44945, -0.71752)  0.2972
H (6.45880, 2.07207, -0.39232)  0.3629
C (6.14802, -4.18755, -0.69193)  -1.4074
C (4.98807, -3.30851, -1.00079)  -0.0781
C (4.03368, -3.23606, 0.19232)  1.5667
C (4.72071, -2.72841, 1.33388)  -0.0364
N (5.22241, -2.18892, 2.19007)  -0.6042
H (6.54141, -3.89676, 0.30330)  0.3487
H (7.00103, -4.08872, -1.36106)  0.3938
H (5.85447, -5.23976, -0.65839)  0.2845
H (4.49835, -3.71836, -1.86327)  0.3608
H (5.34127, -2.27775, -1.25141)  0.0290
H (3.59596, -4.19666, 0.54441)  0.0746
H (3.24132, -2.54303, -0.11358)  -1.0081
C (-2.30885, 3.20581, -1.76697)  -0.2527
C (-3.03821, 3.13169, -3.14653)  -0.7712
C (-4.52289, 2.61651, -3.03014)  0.8970
C (-5.33238, 3.33911, -2.00951)  -0.0649
N (-6.00413, 3.87009, -1.21370)  -0.5819
H (-2.56249, 2.31651, -1.25310)  -0.3016
H (-2.81183, 3.90793, -1.14581)  0.6765
H (-1.25628, 3.32108, -1.82697)  -0.1409
H (-2.52779, 2.41891, -3.79686)  0.2983
H (-3.03637, 4.13026, -3.60032)  0.4735
H (-4.56434, 1.56162, -2.85306)  -0.7838
H (-5.05598, 2.82986, -3.99231)  0.4908

Force components x, y, z for each atom (eV/Å):
O -1.33 -0.52 1.38
C -0.02 0.06 -1.29
O 1.27 0.42 0.43
C 0.46 -0.44 -0.64
C -0.12 -0.78 -0.39
C -0.26 0.62 -0.75
H -0.34 0.21 0.70
H -0.06 -0.33 0.56
H 0.13 0.20 -0.39
H 0.26 1.03 0.19
H -0.15 -0.18 0.15
H -0.02 -0.21 0.07
O 0.73 -1.67 -0.08
C -0.75 1.87 -0.36
O 0.03 -0.74 -1.08
C -0.85 0.25 -1.67
C -0.46 1.09 2.28
C -0.19 0.69 -0.73
H -0.61 -0.24 0.23
H 0.50 -0.47 0.51
H 0.59 -0.91 0.01
H 0.58 -0.22 -0.27
H -0.20 0.51 0.80
H 0.63 -0.19 0.58
C -0.04 -0.86 0.30
C -0.57 0.02 0.55
C 0.55 -0.21 1.68
C -2.23 -0.78 -0.25
N 1.57 0.25 -0.17
H 0.51 0.07 -0.17
H 0.53 -0.02 -0.61
H -0.76 0.29 -0.03
H 0.40 0.16 0.09
H 0.04 0.36 -0.12
H 0.49 -0.37 -0.81
H -0.47 1.05 -0.50
C 1.27 1.44 -0.80
C -0.78 -0.39 1.04
C 0.04 1.60 -0.48
C 0.70 -0.90 1.16
N -0.47 0.32 -0.69
H -0.64 0.27 -0.09
H -0.27 -0.71 0.26
H 0.14 -0.62 0.18
H 0.26 -0.03 -0.17
H -0.11 0.12 -0.23
H 0.32 -0.75 -0.13
H -0.48 -0.35 0.05
C 0.30 -0.32 0.09
C -0.33 0.90 0.70
C -0.43 -0.73 -1.41
C 2.45 0.28 1.08
N -1.73 0.11 -0.73
H 0.00 -0.51 0.01
H -0.47 0.00 0.05
H 0.38 -0.09 0.19
H -0.26 -0.51 -0.59
H 0.12 0.20 0.10
H -0.23 0.20 0.33
H 0.27 0.37 0.18
C 0.12 -1.21 -1.08
C -1.12 1.27 1.18
C 0.27 -1.08 0.91
C -0.65 -1.44 -2.15
N 0.31 0.62 0.81
H -0.26 1.32 -0.36
H 0.39 -0.24 -0.20
H 0.65 0.43 0.76
H 0.36 -0.36 -0.70
H -0.58 -0.83 0.40
H 0.12 1.00 0.13
H 0.43 0.57 0.24
C 0.04 1.14 0.87
C 0.37 -1.35 -0.98
C 1.02 0.45 1.25
C -0.28 -0.42 -0.70
N 0.49 -0.26 -0.26
H -0.13 -0.32 0.55
H -0.40 0.33 -1.14
H 0.26 -0.42 -0.01
H 0.06 0.08 0.61
H -0.38 0.59 0.28
H -0.92 -0.18 -0.30
H -0.21 0.32 -0.26
C 0.15 0.18 -0.80
C -0.91 -3.17 0.56
C 0.14 1.92 -2.57
C -3.16 1.52 1.44
N 2.41 -1.27 -0.88
H 0.52 -0.32 -0.16
H -0.54 -0.08 -0.21
H -0.04 0.43 -0.07
H 1.06 0.86 1.10
H -0.38 0.20 0.07
H 0.16 -0.51 1.09
H 0.59 0.29 0.50
C 1.53 0.37 2.38
C -0.66 0.35 -0.13
C -0.73 -0.82 0.16
C -0.54 -0.33 -0.42
N 0.50 0.32 0.71
H 0.24 0.07 -0.38
H -0.28 -0.03 -0.86
H -0.99 -0.51 -0.37
H -0.60 -0.09 -0.30
H 1.34 0.68 -0.92
H 0.12 0.02 -0.29
H 0.19 -0.06 0.28
C -1.54 1.28 0.25
C -0.80 -1.47 -0.63
C -0.19 0.05 -0.63
C -0.52 -0.87 1.91
N 0.82 0.55 -1.32
H -0.23 -0.13 0.32
H 0.61 0.21 -0.60
H 1.13 -0.42 0.04
H 0.00 0.59 0.07
H 0.84 0.35 0.74
H 0.43 0.04 -0.34
H -0.44 -0.28 0.10
C 1.20 -0.51 -1.01
C -0.34 1.95 -0.04
C 0.52 -0.36 -1.09
C -0.44 0.23 1.04
N 0.18 0.03 -1.06
H -0.26 -0.28 0.31
H 0.02 0.00 0.45
H -0.62 0.46 -0.21
H -0.30 -0.75 -0.15
H 0.40 -0.22 0.73
H -0.20 0.21 0.10
H -0.13 -0.58 0.87
C 0.07 2.22 -0.14
C 1.24 -1.57 0.16
C 0.92 -0.30 -0.02
C -2.67 -0.91 -0.71
N 2.25 0.83 0.33
H 0.04 -0.78 0.20
H -0.16 -0.19 0.17
H -0.42 -0.39 0.32
H 0.01 0.32 0.02
H -0.71 0.12 -0.19
H -0.54 0.14 0.09
H -0.15 0.48 -0.29
C 1.28 -0.30 1.07
C 0.35 0.50 -0.17
C -0.83 -0.47 -0.80
C -0.91 0.19 -1.04
N 1.32 0.97 2.15
H -0.03 -0.40 -0.38
H -0.17 0.00 -0.30
H 0.06 0.04 0.06
H -0.65 0.11 -0.47
H -0.45 -0.67 0.22
H 0.13 0.33 -0.84
H -0.13 -0.23 0.52
C -1.87 -0.54 -1.32
C -0.16 0.02 0.82
C 0.00 1.95 -0.66
C -0.93 0.44 1.35
N 1.47 -1.03 -1.64
H 0.21 -1.41 0.56
H -0.01 1.25 0.41
H 0.81 0.34 -0.15
H 0.03 0.19 -0.12
H -0.03 -0.32 -0.12
H 0.01 -0.61 0.34
H 0.50 -0.34 0.61